No. 1
{
  "formula": "C6H39NO14",
  "method": "wB97M-V/def2-TZVPD",
  "e_homo_ev": -7.89,
  "gap_ev": 7.853,
  "species": ["C", "N", "C", "C", "C", "C", "C", "H", "H", "H", "H", "H", "H", "H", "H", "H", "H", "H", "H", "H", "O", "H", "H", "O", "H", "H", "O", "H", "H", "O", "H", "H", "O", "H", "H", "O", "H", "H", "O", "H", "H", "O", "H", "H", "O", "H", "H", "O", "H", "H", "O", "H", "H", "O", "H", "H", "O", "H", "H", "O"],
  "positions_angstrom": [[-1.07507, 2.18328, -1.18749], [1.95045, 2.73170, -0.53646], [1.23592, 1.53160, -0.52870], [-0.01021, 1.20666, -0.93785], [-0.47731, -0.17158, -1.06345], [-1.74263, -0.57173, -1.49621], [-2.29137, -1.99352, -1.34355], [-0.89175, 3.22799, -0.93720], [-2.08333, 1.98487, -0.70836], [-1.24779, 2.12755, -2.34263], [2.57822, 2.84461, 0.12379], [1.38783, 3.59741, -0.51877], [1.76902, 0.54248, -0.27932], [0.18830, -0.95648, -0.67534], [-2.52350, 0.04298, -1.88418], [-1.78777, -2.54134, -2.19573], [-3.41480, -2.11958, -1.54759], [-1.99411, -2.42725, -0.38097], [2.61513, -1.26068, 1.18265], [3.61359, -0.07703, 1.27836], [2.72245, -0.27046, 1.36037], [-3.95513, 1.09266, -2.16435], [-5.00398, 1.62297, -1.47445], [-4.87280, 0.95881, -2.14666], [-0.17868, -0.91187, -3.51357], [0.39029, 0.45597, -3.46073], [0.46255, -0.28868, -4.12328], [0.43156, -2.68122, -4.50068], [-0.71661, -2.19410, -5.16180], [-0.49561, -2.72043, -4.33344], [-4.47641, 0.58496, 0.39206], [-3.11205, 0.46701, 1.08746], [-3.85478, 1.08170, 0.96632], [2.91082, -3.84706, -1.95565], [1.31508, -3.87739, -2.25973], [2.00804, -3.59609, -1.66443], [2.68654, 2.89764, 3.52257], [3.15631, 1.91187, 2.47496], [3.14284, 2.83604, 2.69563], [0.70311, 0.45879, 4.15881], [-0.03640, 1.08875, 5.09228], [0.27377, 1.24474, 4.30116], [2.21367, -0.22465, -3.05175], [1.98039, -1.63667, -2.30017], [2.19696, -1.26344, -3.17080], [0.83572, -2.79790, 1.20039], [1.73173, -2.87765, -0.20147], [1.47295, -2.46808, 0.63330], [-1.40292, 1.06012, 3.17368], [-0.82845, 1.11163, 1.67561], [-1.36019, 0.54778, 2.33703], [-1.57000, -2.50634, 1.57451], [-0.91953, -1.18595, 2.23648], [-0.88392, -2.22182, 2.17063], [0.15402, 3.20008, 3.39458], [1.11254, 4.34132, 3.15915], [0.32934, 4.06508, 3.57117], [2.06058, -0.60717, 2.89074], [1.68028, -1.82757, 3.58039], [1.89712, -0.92527, 3.81266]]
}


No. 2
{
  "formula": "C6H39NO14",
  "method": "wB97M-V/def2-TZVPD",
  "e_homo_ev": -8.96,
  "gap_ev": 8.983,
  "species": ["C", "C", "C", "C", "C", "N", "C", "H", "H", "H", "H", "H", "H", "H", "H", "H", "H", "H", "H", "H", "O", "H", "H", "O", "H", "H", "O", "H", "H", "O", "H", "H", "O", "H", "H", "O", "H", "H", "O", "H", "H", "O", "H", "H", "O", "H", "H", "O", "H", "H", "O", "H", "H", "O", "H", "H", "O", "H", "H", "O"],
  "positions_angstrom": [[-1.44987, -3.01801, -0.91589], [-0.38623, -2.39130, -0.01084], [-0.68435, -0.93539, 0.30239], [-0.57788, -0.05861, -0.91657], [-0.78944, 1.25852, -0.90673], [-0.89004, 1.99606, -2.11024], [-0.01537, 2.75546, -2.62519], [-1.31051, -4.08706, -1.06347], [-2.46194, -2.87361, -0.53465], [-1.37372, -2.63563, -1.94639], [-0.29669, -2.98480, 0.90474], [0.58661, -2.51391, -0.49984], [-1.71078, -0.86662, 0.65935], [-0.02907, -0.53798, 1.07840], [-0.31076, -0.54045, -1.85320], [-1.00424, 1.83327, -0.00022], [0.98706, 2.99372, -2.23442], [-0.26754, 3.20900, -3.57490], [-3.42520, 1.10733, 2.55838], [-4.69037, 0.29047, 2.70321], [-3.74335, 0.17942, 2.54737], [-1.57178, -1.54341, 4.05434], [-2.75809, -0.56470, 3.75385], [-2.05767, -0.79482, 4.41723], [2.75026, -0.72006, 1.93775], [3.26174, -1.74513, 0.93044], [3.17998, -1.57648, 1.88611], [2.07376, 1.84387, 1.38370], [1.98684, 1.81142, -0.18804], [2.57716, 1.60658, 0.55200], [1.39675, 0.34888, -3.11213], [2.52455, 0.28019, -2.03537], [1.97037, 0.90625, -2.54893], [-2.05824, 0.49372, -3.00651], [-2.46370, -0.91387, -2.49609], [-2.12390, -0.44611, -3.26848], [1.77526, -3.99821, -1.93771], [2.33648, -5.44464, -1.91492], [1.60631, -4.90001, -1.59342], [-2.52439, 2.40296, 1.24357], [-2.09207, 3.45299, 2.27888], [-2.64705, 2.65183, 2.17207], [-0.21225, 5.07296, 1.61582], [0.12270, 3.76214, 2.42997], [-0.57830, 4.42265, 2.22378], [-1.62496, 1.99543, 3.49704], [-1.24157, 0.77834, 4.37090], [-0.93023, 1.66914, 4.09401], [1.62903, -1.94977, -3.10286], [2.59137, -1.84073, -1.91418], [2.31235, -2.46203, -2.62185], [0.48649, 2.02701, 3.33715], [1.91571, 2.64891, 3.47369], [1.23843, 2.45271, 2.80649], [-0.48969, -0.76340, -3.71888], [0.48620, -1.05502, -4.91425], [0.45487, -0.91384, -3.96284], [4.26629, -0.54024, -0.78145], [2.95604, 0.06537, -0.18475], [3.31865, -0.70078, -0.71741]]
}


No. 3
{
  "formula": "C6H3AsBrFeNO2S4",
  "method": "wB97M-V/def2-TZVPD",
  "charge": -1,
  "e_homo_ev": [-4.36, -4.22],
  "spin_multiplicity": 6,
  "s2": 8.7758,
  "gap_ev": [5.910, 4.619],
  "species": ["Fe", "Br", "C", "C", "C", "C", "C", "N", "C", "O", "O", "H", "H", "H", "S", "As", "S", "S", "S"],
  "positions_angstrom": [[-1.62667, -0.22165, -0.06075], [1.42708, -2.71394, 0.05702], [1.67722, -0.82886, 0.02214], [2.99059, -0.40842, 0.01807], [3.24452, 0.95557, 0.01314], [2.16742, 1.80838, 0.01813], [0.88095, 1.29704, 0.01633], [0.60362, -0.03898, 0.01254], [-0.28683, 2.21021, 0.00910], [-0.16019, 3.41213, 0.03800], [-1.42510, 1.58175, -0.03299], [3.79027, -1.13219, 0.02316], [4.26306, 1.31887, 0.00743], [2.27238, 2.88443, 0.02085], [-4.92307, -2.84027, 1.75007], [-4.07855, -2.10235, -0.03234], [-3.90049, 0.09633, -0.04486], [-1.85893, -2.38639, -0.11140], [-5.05730, -2.89164, -1.72362]]
}


No. 4
{
  "formula": "C6H3Br3IN3",
  "method": "wB97M-V/def2-TZVPD",
  "e_homo_ev": -8.82,
  "gap_ev": 8.273,
  "species": ["Br", "C", "C", "C", "Br", "C", "N", "C", "C", "Br", "N", "N", "H", "H", "I", "H"],
  "positions_angstrom": [[2.27408, 4.16802, -0.32721], [1.99697, 2.36186, -0.48752], [2.97582, 1.47330, -0.16150], [2.72674, 0.11007, -0.07472], [3.97546, -1.14267, 0.51284], [1.45725, -0.34269, -0.54639], [1.04974, -1.53572, -0.71808], [-0.14919, -1.42316, -1.31194], [-0.50414, -0.05222, -1.39159], [-2.03630, 0.77437, -2.12171], [0.57579, 0.62273, -0.94820], [0.77441, 1.92381, -0.75756], [3.99525, 1.70700, 0.10522], [-0.72259, -2.34612, -1.52785], [-2.62751, 0.60704, 2.04532], [-2.32672, 1.88520, 2.70095]]
}


No. 5
{
  "formula": "C6H3Cl2FN2S",
  "method": "wB97M-V/def2-TZVPD",
  "e_homo_ev": -9.69,
  "gap_ev": 9.450,
  "species": ["F", "C", "Cl", "Cl", "S", "C", "C", "N", "C", "C", "N", "C", "H", "H", "H"],
  "positions_angstrom": [[0.37014, -3.58272, 0.98629], [1.64353, -3.25527, 0.97587], [1.97096, -1.98579, 2.20362], [2.58030, -4.75721, 1.45116], [2.10177, -2.75144, -0.70264], [1.35623, -1.16409, -0.85494], [0.04920, -1.06714, -1.33508], [-0.75838, -0.12499, -0.96361], [-0.44235, 0.78522, -0.03572], [0.81644, 1.18110, 0.37154], [1.96223, 1.27478, -0.54035], [1.82703, 0.02343, -0.38194], [-0.20347, -1.87569, -1.92167], [-1.36754, 1.34039, 0.36663], [0.78961, 1.81434, 1.37049]]
}


No. 6
{
  "formula": "C6H3FS",
  "method": "wB97M-V/def2-TZVPD",
  "e_homo_ev": -9.33,
  "gap_ev": 7.895,
  "species": ["C", "C", "C", "C", "C", "S", "C", "F", "H", "H", "H"],
  "positions_angstrom": [[3.93689, -0.18054, -0.07126], [2.76019, -0.30529, -0.08371], [1.29042, -0.29317, -0.04500], [0.04666, -0.17749, 0.11946], [-1.31506, -0.53251, -0.05984], [-2.03267, -1.96314, -0.07811], [-2.20432, 0.82720, 0.04085], [-1.71751, 2.02675, -0.14066], [5.02091, -0.86314, 0.04219], [-2.72431, 0.78846, 0.94086], [-3.06120, 0.67286, -0.66476]]
}


No. 7
{
  "formula": "C6H3N3O2",
  "method": "wB97M-V/def2-TZVPD",
  "e_homo_ev": [-6.73, -12.05],
  "spin_multiplicity": 3,
  "s2": 2.0063,
  "gap_ev": [7.043, 7.108],
  "species": ["C", "C", "C", "C", "C", "C", "N", "N", "N", "O", "O", "H", "H", "H"],
  "positions_angstrom": [[-0.37267, 1.95407, 0.31380], [-0.62909, 0.33833, 2.18441], [1.47615, 1.11817, 1.49182], [-0.11829, -0.36487, -1.18082], [-0.15458, -1.86034, -1.70002], [0.11775, 0.74308, 0.96606], [-0.86756, 2.98941, 0.12217], [-1.12285, -0.13810, 3.09652], [2.58588, 1.30896, 1.70568], [-0.42397, 0.63910, -1.73506], [0.17835, -0.42649, 0.13841], [-1.31859, -1.92756, -1.72613], [0.33240, -2.46412, -0.97233], [0.31707, -1.90963, -2.70452]]
}


no.,calculated total energy (eV)
1,-37006.60693
2,-37011.10542
3,-220468.85046
4,-228967.04593
5,-47843.91481
6,-19816.80126
7,-14827.14799